The following is a quantum chemistry calculation of a cluster of 5 separate species, C22H35N9O3P in total, from OMol25.

Each line ends with the natural charge from an NBO analysis.
Element x y z (Å)
1 P -4.6925 -0.5371 0.6771  2.209
2 O 1.0262 -0.3899 -1.4574  -0.546
3 O -5.9211 -1.5207 0.8406  -0.959
4 O -4.0796 -0.5337 2.1299  -0.969
5 N -0.3561 2.2735 -2.6895  -0.545
6 N -3.1439 -2.7615 -0.1745  -0.433
7 N -5.0121 0.8256 0.0533  -1.292
8 N -0.6857 2.9588 0.9703  -0.524
9 N -1.5210 -4.1395 -1.2753  -0.815
10 N 1.1316 -5.5671 0.9555  -0.521
11 N -1.7880 -1.8139 -1.6350  -0.149
12 N 3.4387 2.3402 0.5063  -0.521
13 N -2.5956 -0.8634 -1.1067  -0.313
14 C 4.9871 3.8929 0.7932  -0.297
15 C -0.7666 -1.5120 -2.6432  -0.262
16 C 4.3579 3.1224 -0.1450  -0.087
17 C 3.1280 -5.7539 1.8885  -0.276
18 C -0.0056 4.1089 1.2684  -0.070
19 C -3.4143 -1.4662 -0.2412  0.063
20 C 0.6681 -1.5790 -2.1140  -0.078
21 C 0.2521 3.4789 -2.4480  -0.081
22 C 0.8031 -0.3718 -0.0403  -0.071
23 C -1.4771 3.6771 2.9098  -0.296
24 C -2.1281 -2.9609 -1.0253  0.567
25 C -1.6043 2.7042 1.9570  -0.095
26 C -0.4705 4.5785 2.4644  -0.286
27 C 2.1358 -6.0566 2.8620  -0.292
28 C -1.7474 3.8422 -3.4064  -0.275
29 C 1.7277 -1.3100 0.7311  -0.664
30 C -1.5774 2.4899 -3.2841  -0.121
31 C 4.4304 3.5627 2.0597  -0.284
32 C 0.9152 -5.9349 2.2595  -0.078
33 C -0.5838 4.4692 -2.8826  -0.271
34 C 3.4760 2.6056 1.8519  -0.083
35 C 2.4810 -5.4589 0.7215  -0.098
36 H -0.1319 5.4699 2.9646  0.229
37 H 2.8339 1.6763 0.0622  0.393
38 H 0.4115 -5.4238 0.2783  0.382
39 H -0.3872 5.5265 -2.8346  0.238
40 H 2.8630 -5.1896 -0.2490  0.206
41 H 0.7536 4.4933 0.6084  0.218
42 H 2.3040 -6.3365 3.8881  0.234
43 H -2.2111 1.6718 -3.5907  0.190
44 H 0.0585 1.3806 -2.4859  0.412
45 H 5.7646 4.6118 0.5974  0.229
46 H -2.0886 -4.9716 -1.2763  0.438
47 H -2.0564 3.7515 3.8147  0.226
48 H -2.6038 4.3316 -3.8386  0.235
49 H 0.9886 0.6593 0.2586  0.199
50 H 2.8244 2.0973 2.5426  0.211
51 H -0.2514 -0.5694 0.1863  0.152
52 H -0.5303 2.4143 0.1425  0.397
53 H -0.9338 -2.1605 -3.5035  0.253
54 H -4.6153 -0.0247 2.7589  0.537
55 H -2.2616 1.8509 1.9136  0.198
56 H 4.4877 3.0605 -1.2122  0.210
57 H 2.0251 -0.8637 1.6771  0.249
58 H 1.3257 -1.7098 -2.9743  0.228
59 H 1.2719 -2.2795 0.9411  0.215
60 H -2.5299 0.1176 -1.3588  0.463
61 H -4.5765 1.1181 -0.8079  0.391
62 H 4.1953 -5.7613 2.0312  0.231
63 H 2.6213 -1.4999 0.1342  0.233
64 H 0.8126 -2.4505 -1.4662  0.177
65 H 4.7007 3.9835 3.0133  0.228
66 H -0.9545 -0.4871 -2.9610  0.235
67 H -0.5245 -4.2455 -1.3122  0.416
68 H -0.0807 -6.0765 2.6427  0.215
69 H 1.2286 3.5112 -1.9926  0.220
70 H -6.1218 -2.0753 0.0763  0.525

Forces on atoms 1 to 2 (eV/Å):
P -0.734 1.138 -0.342
O -0.144 0.029 -0.070

## Properties
**F_max**: 1.40 eV Å⁻¹
**Molecular weight**: 504.6 g/mol
**Net charge**: +1
**LUMO**: -3.90 eV
**Electronic energy**: -52216.8750 eV
**Kohn-Sham gap**: 6.162 eV
**HOMO**: -10.06 eV